Entry 1:
The following is a quantum chemistry calculation of a molecular structure, C31H54F2N6O9S, from the Open Molecules 2025 dataset.

Values from the calculation:
* 2S+1: 1
* orbital gap: 7.89 eV
* lowest unoccupied orbital energy: -0.8794 eV

Last column: Mulliken charge in e.
Element x y z (Å)
C  -0.2894  -2.0549  0.6090  -0.263
C  -0.8660  -3.1454  0.1198  -0.158
C  -0.7357  -4.5319  0.7032  -0.748
C  -0.7336  -4.4813  2.2151  0.093
C  -1.8301  -3.8274  2.8492  -0.432
C  -1.9487  -3.7303  4.1964  0.460
C  -3.1614  -3.0561  4.7935  -1.289
C  -4.3830  -3.8933  4.4561  0.047
O  -4.4589  -5.0476  4.7746  -0.465
C  -0.9219  -4.2831  5.0067  0.736
N  -0.8690  -4.2653  6.3359  -0.657
S  0.4796  -5.0509  6.7355  0.108
N  1.0258  -5.4303  5.2883  -0.530
C  0.1654  -4.9364  4.3908  0.886
C  0.2621  -5.0424  2.9706  -1.130
N  1.3398  -5.7266  2.2708  0.506
C  2.6622  -5.4522  2.7361  0.605
O  3.3230  -4.6012  2.2710  -0.457
F  3.1410  -6.2443  3.6681  -0.190
C  1.0707  -7.1173  2.0912  0.570
O  0.8144  -7.5861  1.0465  -0.444
F  1.1042  -7.8612  3.1778  -0.210
H  -0.2989  -1.1642  0.0061  0.037
H  0.2050  -2.0350  1.5658  0.169
H  -1.4988  -3.0455  -0.7501  0.200
H  -1.6161  -5.0993  0.4047  0.364
H  0.1513  -5.0345  0.3464  0.472
H  -2.5924  -3.4155  2.2076  0.620
H  -3.0743  -2.9634  5.8695  0.404
H  -3.2745  -2.0792  4.3333  0.343
H  -5.2131  -3.4490  3.8817  0.377
C  0.3528  5.0523  1.2562  -0.728
O  1.6462  4.8459  1.7922  -0.270
C  1.6877  4.7874  3.2134  -0.839
C  2.0021  3.3903  3.7055  -0.211
N  0.8891  2.4786  3.4695  -0.316
C  1.1942  1.0695  3.7063  -0.826
C  2.2652  0.3999  2.8497  -0.545
O  1.9128  0.2392  1.4888  -0.458
C  2.1480  1.3623  0.6600  -0.676
H  0.4667  5.2626  0.1941  0.199
H  -0.2835  4.1671  1.3662  0.296
H  -0.1392  5.9079  1.7270  0.378
H  0.7559  5.1584  3.6494  0.430
H  2.4929  5.4543  3.5341  0.379
H  2.2032  3.4311  4.7800  0.423
H  2.9198  3.0619  3.1998  0.175
H  0.5741  2.5849  2.5147  0.066
H  0.2631  0.5156  3.5581  0.419
H  1.4687  0.9488  4.7593  0.415
H  2.3975  -0.6139  3.2382  0.438
H  3.2423  0.8894  2.9359  0.348
H  3.0193  1.9367  0.9847  0.245
H  1.2728  2.0180  0.6151  0.080
H  2.3305  0.9937  -0.3511  0.404
C  -2.4078  2.5478  -3.6691  -0.450
O  -3.2127  2.4577  -2.5118  -0.238
C  -4.6158  2.5733  -2.7116  -0.916
C  -5.2818  1.2425  -2.4385  -0.131
N  -4.9843  0.2643  -3.4785  -0.327
C  -5.3432  -1.1059  -3.1200  -0.835
C  -4.5941  -1.7172  -1.9395  -0.438
O  -3.2214  -1.9495  -2.2081  -0.428
C  -2.3741  -0.8199  -2.0816  -0.474
H  -1.3730  2.6052  -3.3340  -0.160
H  -2.5120  1.6666  -4.3126  0.308
H  -2.6365  3.4484  -4.2464  0.417
H  -4.8590  2.9545  -3.7073  0.388
H  -4.9803  3.2993  -1.9793  0.401
H  -6.3666  1.3767  -2.3889  0.426
H  -4.9333  0.9180  -1.4493  0.131
H  -3.9965  0.2819  -3.6885  0.107
H  -5.1506  -1.7352  -3.9920  0.370
H  -6.4204  -1.1504  -2.9309  0.415
H  -5.0267  -2.7009  -1.7380  0.383
H  -4.7174  -1.1330  -1.0200  0.324
H  -2.7154  -0.1281  -1.3080  0.290
H  -2.2942  -0.2994  -3.0389  0.070
H  -1.3775  -1.1713  -1.8207  0.313
C  4.9008  2.5031  -5.9098  -0.705
O  4.2447  1.4307  -5.2623  -0.346
C  4.8910  0.9731  -4.0798  -0.908
C  4.0885  1.3220  -2.8447  0.015
N  4.1103  2.7561  -2.5824  -0.337
C  3.1727  3.1978  -1.5534  -0.750
C  1.6818  2.9954  -1.8022  0.290
O  1.1383  3.7971  -2.8367  -0.551
C  1.2833  3.2864  -4.1497  -0.806
H  4.4229  2.6425  -6.8782  0.238
H  4.8146  3.4378  -5.3451  0.297
H  5.9589  2.2799  -6.0733  0.343
H  5.9109  1.3613  -4.0110  0.439
H  4.9543  -0.1160  -4.1542  0.402
H  4.5158  0.7994  -1.9837  0.333
H  3.0687  0.9448  -3.0000  0.133
H  3.9051  3.2520  -3.4392  0.171
H  3.3383  4.2679  -1.4076  0.411
H  3.4375  2.7072  -0.6109  0.305
H  1.1611  3.3035  -0.8919  -0.119
H  1.4223  1.9409  -1.9610  0.371
H  1.2612  2.1935  -4.1667  0.316
H  2.2026  3.6460  -4.6192  0.313
H  0.4475  3.6615  -4.7419  0.352

Entry 2:
The following is a quantum chemistry calculation of 9 unconnected molecules or ions with the total composition C31H54N8O5, from the Open Molecules 2025 dataset.

Values from the calculation:
* 2S+1: 1
* orbital gap: 8.10 eV
* lowest unoccupied orbital energy: -0.0038 eV
* SMILES: c1cc[nH]c1.c1cc[nH]c1.c1cc[nH]c1.c1cc[nH]c1.CNC(C)=O.CNC(C)=O.CNC(C)=O.CNC(C)=O.CC(C)=O

Last column: Mulliken charge in e.
Element x y z (Å)
C  7.7665  1.0421  -3.0340  -0.289
C  6.6240  0.4686  -3.6111  -0.444
C  6.9086  -0.8830  -3.9339  -0.423
N  8.2695  -0.9643  -3.7898  -0.037
C  8.7907  0.1504  -3.1305  -0.616
H  7.7801  2.0843  -2.7510  0.402
H  5.6285  0.8862  -3.5789  0.376
H  6.1714  -1.6458  -4.1365  0.443
H  8.7302  -1.7959  -4.1309  0.191
H  9.8131  0.2210  -2.7895  0.399
C  7.8338  -0.0468  4.0404  -0.433
C  9.2163  -0.1214  3.7637  -0.432
C  9.3183  -0.3807  2.4238  -0.260
N  8.1307  -0.5229  1.7635  0.021
C  7.1842  -0.3062  2.8132  -0.576
H  7.5557  -0.0745  5.0836  0.359
H  10.1111  0.1128  4.3213  0.366
H  10.1060  -0.4195  1.6860  0.367
H  7.9713  -0.7398  0.7901  0.193
H  6.1612  -0.2359  2.4739  0.392
C  -0.7437  0.5408  1.5594  -0.310
C  0.4363  0.7716  0.8456  -0.390
C  0.3655  -0.0040  -0.2706  -0.620
N  -0.7832  -0.8746  -0.2419  -0.014
C  -1.4393  -0.4012  0.8299  -0.475
H  -1.1476  1.0945  2.3941  0.409
H  1.1840  1.4895  1.1487  0.401
H  1.0801  -0.1682  -1.0635  0.394
H  -1.0216  -1.4089  -1.0652  0.247
H  -2.4967  -0.5696  0.9717  0.360
C  -8.1456  -1.1441  4.5132  -0.424
C  -8.0795  0.0709  3.8267  -0.474
C  -9.3150  0.6408  3.9223  -0.334
N  -10.0773  -0.2174  4.6498  -0.019
C  -9.3544  -1.2991  5.0785  -0.429
H  -7.3094  -1.8228  4.5945  0.378
H  -7.2787  0.4660  3.2192  0.386
H  -9.7982  1.4862  3.4552  0.364
H  -11.0682  -0.0660  4.7739  0.200
H  -9.9766  -2.0528  5.5380  0.354
C  -5.5986  -0.3468  -4.7613  -0.814
N  -5.9890  1.0394  -4.6030  -0.166
C  -5.4755  2.0729  -5.2048  0.643
C  -5.8610  3.4656  -4.8446  -0.991
O  -4.6652  1.9860  -6.1165  -0.643
H  -4.5728  -0.5512  -4.4546  0.248
H  -5.4904  -0.5775  -5.8211  0.299
H  -6.3115  -1.0426  -4.3190  0.312
H  -6.8411  1.2091  -4.0880  0.250
H  -5.8411  3.5614  -3.7590  0.302
H  -6.8472  3.7941  -5.1726  0.279
H  -5.1197  4.1262  -5.2943  0.281
C  0.7576  -6.5514  -5.2000  -0.816
N  1.1585  -5.3830  -5.8782  -0.176
C  0.7267  -4.1462  -5.5210  0.730
C  1.1783  -3.0080  -6.3805  -1.048
O  -0.0345  -3.9150  -4.6074  -0.640
H  -0.3070  -6.7663  -5.1074  0.266
H  1.2074  -6.6435  -4.2114  0.244
H  1.2816  -7.2841  -5.8137  0.344
H  1.7143  -5.3525  -6.7210  0.212
H  1.2512  -3.3927  -7.3978  0.344
H  2.2118  -2.7311  -6.1723  0.256
H  0.5462  -2.1360  -6.2131  0.287
C  -1.5441  1.6275  7.7780  -0.948
N  -2.3790  1.4262  8.9261  -0.144
C  -3.6635  1.9527  8.9817  0.526
C  -4.4354  2.5558  7.8433  -0.882
O  -4.1919  2.0696  10.0708  -0.615
H  -1.6143  2.4921  7.1180  0.314
H  -1.6192  0.7291  7.1654  0.332
H  -0.5253  1.6241  8.1655  0.319
H  -2.0169  1.0217  9.7777  0.244
H  -3.8945  2.3167  6.9277  0.313
H  -4.3829  3.6445  7.8483  0.252
H  -5.4710  2.2166  7.8180  0.288
C  -3.0622  5.8106  0.5602  -0.854
N  -1.6922  5.8765  0.0576  -0.179
C  -1.1717  6.9559  -0.5552  0.695
C  0.2111  6.8377  -1.0090  -1.055
O  -1.7462  8.0176  -0.8077  -0.630
H  -3.6781  5.4434  -0.2607  0.286
H  -3.6146  6.7111  0.8288  0.315
H  -3.2422  5.1974  1.4432  0.318
H  -1.1859  5.0036  0.0153  0.208
H  0.3534  6.1843  -1.8698  0.278
H  0.8888  6.4335  -0.2570  0.322
H  0.5157  7.8525  -1.2647  0.296
C  4.3012  -4.3279  -0.4455  -0.938
C  4.4620  -5.7677  -0.5692  0.733
C  4.6601  -6.4649  -1.9301  -0.922
O  4.4523  -6.4471  0.4232  -0.545
H  5.0880  -3.8624  -1.0391  0.270
H  4.4777  -3.9766  0.5712  0.303
H  3.3178  -4.0889  -0.8502  0.258
H  5.7226  -6.5806  -2.1439  0.276
H  4.2549  -5.7993  -2.6923  0.236
H  4.2445  -7.4725  -1.9154  0.324